(1)
Computed, not measured: a gas-phase ion, C3H6NOS (charge -1) at a distorted geometry, with the ωB97M-V functional and the def2-TZVPD basis.

The calculation puts the gap between HOMO and LUMO at 6.91 eV. As for the net charge: -1. For the energy above the lowest of the compared OMol25 structures with the same formula, charge and spin, the calculation gives 158.0 kJ/mol.

Last column: natural (NBO) charge in e.
Element x y z (Å)
N (-0.13, -0.75, 1.37)  -0.871
C (0.44, -0.19, 0.07)  -0.180
C (0.36, -1.25, -1.05)  0.473
O (1.11, -1.21, -1.99)  -0.557
C (-0.22, 1.16, -0.18)  -0.533
S (-2.04, 1.21, -0.40)  -0.691
H (-1.09, -0.42, 1.12)  0.382
H (0.02, -0.01, 2.05)  0.336
H (1.53, 0.00, 0.19)  0.178
H (-0.48, -1.93, -0.85)  0.111
H (0.18, 1.75, 0.68)  0.163
H (0.31, 1.65, -1.00)  0.189


(2)
Computed, not measured: C3H6NOS in the gas phase, with the ωB97M-V functional and the def2-TZVPD basis.

Its spin multiplicity is 2. The calculation puts the gap between HOMO and LUMO (alpha / beta) at 10.30 / 7.05 eV. Its expectation value of S² is 0.753. For the energy above the lowest of the compared OMol25 structures with the same formula, charge and spin, the calculation gives 0.0 kJ/mol.

Last column: Mulliken spin population.
Element x y z (Å)
C (-0.15, 0.62, -0.22)  -0.003
C (-0.03, -0.44, 0.86)  -0.024
S (-0.84, -0.05, 2.40)  0.983
C (0.39, 0.31, -1.60)  0.004
N (0.59, -1.01, -1.91)  0.001
O (0.60, 1.19, -2.40)  0.000
H (-1.19, 0.95, -0.34)  -0.004
H (0.35, 1.55, 0.07)  -0.001
H (-0.29, -1.44, 0.55)  0.000
H (1.01, -0.47, 1.19)  0.042
H (1.03, -1.20, -2.80)  0.000
H (0.76, -1.64, -1.14)  0.002